Entry one
DFT (ωB97M-V/def2-TZVPD) results for C2H7N3O in the gas phase.

Geometry as ORCA input:
```
! wB97M-V def2-TZVPD RIJCOSX def2/J DEFGRID3
* xyz 0 1
C 0.3932 1.5784 0.9969
C -0.6007 0.4575 0.9427
N 0.0288 -0.7575 0.3964
N -0.0092 -0.7438 -0.9298
N 0.4907 -1.9299 -1.4686
O -0.4859 0.0567 -1.7209
H 0.3379 1.8634 -0.0349
H 0.0395 2.3341 1.6166
H 1.4313 1.1853 1.3079
H -1.4729 0.6661 0.2561
H -0.9581 0.0475 1.8535
H 0.5603 -2.6249 -0.8295
H 0.2451 -2.1330 -2.3862
*
```

Summary:
structure (SMILES) = CC/N=[N+](/N)[O-]
M = 89.10 g/mol

Atomic partial charges in e from the natural (NBO) method, atoms 1 to 8:
1 C -0.624
2 C -0.264
3 N -0.301
4 N 0.454
5 N -0.631
6 O -0.457
7 H 0.223
8 H 0.212


Entry two
DFT (ωB97M-V/def2-TZVPD) results for 2 unconnected molecules or ions with the total composition C2H7N3O.

Geometry as ORCA input:
```
! wB97M-V def2-TZVPD RIJCOSX def2/J DEFGRID3
* xyz 0 1
C 1.4498 -1.6152 0.3837
C -0.8023 2.0200 0.2341
N 1.9377 0.7476 -0.1655
N 1.4291 -0.2750 -0.2845
N -0.6191 1.3555 -0.9817
O -0.6333 -0.0407 -0.7946
H 1.3237 -2.3955 -0.3926
H 2.3517 -1.8751 0.9445
H 0.4675 -1.4348 0.9271
H -1.8543 2.3731 0.3878
H -0.2533 2.9212 0.2072
H -0.3885 1.4452 1.0568
H -0.7149 -0.3637 -1.6936
*
```

Summary:
M = 89.10 g/mol

Atomic partial charges in e from the natural (NBO) method, atoms 1 to 8:
1 C -0.487
2 C -0.496
3 N -0.077
4 N -0.087
5 N -0.091
6 O -0.543
7 H 0.218
8 H 0.214


The energetic minimum among the shown structures is entry one; the next structure lies 211.4 kJ/mol above.